# 1
{
  "formula": "C62H55N4O3PdSe2Te2",
  "method": "ωB97M-V/def2-TZVPD",
  "species": ["Pd", "C", "C", "C", "C", "C", "O", "C", "C", "C", "C", "C", "C", "C", "O", "C", "C", "C", "N", "C", "C", "Te", "C", "C", "C", "C", "C", "C", "C", "C", "C", "C", "C", "C", "H", "H", "H", "H", "H", "H", "H", "H", "H", "H", "H", "H", "H", "H", "H", "H", "H", "H", "H", "H", "H", "H", "H", "H", "Se", "Se", "C", "C", "C", "C", "C", "N", "C", "C", "C", "C", "C", "N", "H", "H", "H", "H", "H", "H", "H", "H", "C", "C", "C", "C", "C", "C", "Te", "N", "C", "O", "C", "C", "C", "C", "C", "C", "C", "C", "C", "C", "C", "C", "C", "C", "C", "C", "H", "H", "H", "H", "H", "H", "H", "H", "H", "H", "H", "H", "H", "H", "H", "H", "H", "H", "H", "H", "H", "H", "H"],
  "positions_angstrom": [[1.00, 0.88, 0.09], [-1.53, -1.30, 6.84], [-1.27, -1.02, 5.38], [-1.68, -1.90, 4.38], [-1.49, -1.66, 3.03], [-1.89, -2.75, 2.11], [-1.63, -3.91, 2.39], [-2.69, -2.47, 0.86], [-2.85, -3.50, -0.06], [-3.54, -3.29, -1.23], [-4.10, -2.05, -1.49], [-3.98, -1.03, -0.56], [-3.27, -1.23, 0.62], [-0.85, -0.46, 2.59], [-0.65, -0.22, 1.34], [-0.40, 0.43, 3.62], [-0.60, 0.12, 4.97], [0.34, 1.64, 3.27], [0.16, 2.18, 2.12], [1.04, 3.22, 1.63], [-1.13, 3.77, 0.37], [-2.20, 4.22, 2.15], [-3.44, 2.45, 2.16], [-4.38, 2.24, 1.15], [-5.36, 1.27, 1.30], [-5.40, 0.49, 2.45], [-4.46, 0.68, 3.45], [-3.49, 1.67, 3.31], [1.34, 2.16, 4.25], [2.57, 1.53, 4.37], [3.54, 2.03, 5.22], [3.28, 3.16, 5.98], [2.05, 3.80, 5.87], [1.09, 3.30, 5.01], [-1.89, -2.32, 6.98], [-2.29, -0.63, 7.25], [-0.63, -1.17, 7.43], [-2.16, -2.84, 4.66], [-2.41, -4.47, 0.17], [-3.65, -4.10, -1.95], [-4.64, -1.87, -2.42], [-4.42, -0.06, -0.75], [-3.16, -0.43, 1.33], [-0.23, 0.81, 5.72], [2.70, 2.16, 1.39], [1.60, 3.75, 2.41], [-1.15, 2.71, 0.11], [-1.51, 4.38, -0.45], [-4.36, 2.84, 0.25], [-6.10, 1.12, 0.52], [-6.16, -0.27, 2.56], [-4.47, 0.06, 4.34], [-2.77, 1.81, 4.10], [2.76, 0.63, 3.78], [4.50, 1.53, 5.30], [4.04, 3.56, 6.64], [1.85, 4.69, 6.45], [0.14, 3.82, 4.90], [0.62, -1.50, -3.05], [-0.25, -1.03, -0.87], [0.79, -2.45, -0.05], [0.60, -3.77, -0.44], [1.31, -4.75, 0.22], [2.17, -4.38, 1.24], [2.28, -3.04, 1.56], [1.62, -2.08, 0.92], [0.05, 0.19, -3.74], [0.45, 0.57, -5.02], [0.02, 1.79, -5.50], [-0.77, 2.60, -4.69], [-1.09, 2.14, -3.43], [-0.70, 0.96, -2.96], [-0.10, -4.01, -1.23], [1.19, -5.79, -0.06], [2.73, -5.12, 1.80], [2.94, -2.71, 2.35], [1.09, -0.08, -5.61], [0.30, 2.11, -6.50], [-1.11, 3.57, -5.03], [-1.70, 2.74, -2.76], [5.48, -2.13, -6.19], [4.86, -1.30, -5.10], [4.57, 0.05, -5.30], [4.00, 0.83, -4.30], [3.70, 2.28, -4.61], [3.72, 0.24, -3.06], [2.92, 1.54, -1.56], [1.97, 2.51, 0.77], [0.19, 4.33, 0.95], [-0.25, 5.18, 1.98], [1.03, 5.07, -0.07], [1.08, 4.66, -1.39], [1.89, 5.31, -2.31], [2.67, 6.39, -1.90], [2.61, 6.81, -0.58], [1.80, 6.16, 0.33], [4.51, 1.17, -0.21], [4.32, 0.28, 0.85], [5.34, 0.06, 1.77], [6.55, 0.72, 1.63], [6.73, 1.59, 0.57], [5.73, 1.83, -0.37], [5.97, 2.79, -1.50], [4.01, -1.11, -2.83], [3.75, -1.80, -1.52], [4.57, -1.85, -3.86], [5.58, -1.56, -7.12], [4.88, -3.01, -6.39], [6.48, -2.47, -5.90], [4.79, 0.50, -6.26], [3.93, 2.49, -5.65], [4.29, 2.96, -3.99], [2.65, 2.52, -4.44], [0.49, 3.81, -1.71], [1.92, 4.97, -3.34], [3.30, 6.91, -2.62], [3.21, 7.66, -0.26], [1.74, 6.49, 1.36], [3.37, -0.23, 0.96], [5.18, -0.63, 2.59], [7.35, 0.55, 2.34], [7.68, 2.11, 0.46], [6.93, 3.30, -1.37], [5.19, 3.55, -1.55], [6.00, 2.26, -2.45], [2.98, -1.30, -0.95], [4.66, -1.81, -0.91], [3.44, -2.83, -1.68], [4.79, -2.90, -3.69]],
  "total_charge": 0,
  "spin_multiplicity": 2,
  "s2": 0.7559,
  "orbital_gap_ev": [6.6, 6.0]
}


# 2
{
  "formula": "C7H14FN2O3",
  "method": "ωB97M-V/def2-TZVPD",
  "species": ["C", "C", "C", "C", "C", "C", "C", "N", "N", "O", "O", "O", "F", "H", "H", "H", "H", "H", "H", "H", "H", "H", "H", "H", "H", "H", "H"],
  "positions_angstrom": [[-2.99, -1.38, -0.11], [2.33, -1.34, -1.33], [1.30, -1.87, 0.88], [0.83, 0.44, -0.38], [0.18, 1.12, 0.84], [1.83, -0.71, -0.02], [-0.63, 2.41, 0.57], [-1.90, 1.77, 0.06], [-2.37, 2.04, -1.00], [-3.93, -2.05, -0.32], [-1.85, -1.24, -0.45], [-0.12, 3.28, -0.29], [-3.37, -0.36, 1.11], [1.89, -2.41, -1.34], [3.43, -1.37, -1.43], [1.92, -0.93, -2.18], [2.01, -2.74, 0.86], [1.07, -1.67, 1.88], [0.53, -2.31, 0.43], [1.45, 1.26, -0.97], [0.10, -0.06, -0.93], [-0.41, 0.44, 1.43], [0.97, 1.43, 1.61], [2.73, -0.24, 0.36], [-1.00, 2.74, 1.53], [-2.19, 0.99, 0.73], [-1.81, 2.76, -1.53]],
  "total_charge": -1,
  "spin_multiplicity": 1,
  "orbital_gap_ev": 8.4
}


# 3
{
  "formula": "H23O11",
  "method": "ωB97M-V/def2-TZVPD",
  "species": ["O", "H", "H", "O", "H", "H", "O", "H", "H", "O", "H", "H", "O", "H", "H", "O", "H", "H", "O", "H", "O", "H", "H", "O", "H", "H", "O", "H", "H", "O", "H", "H", "H", "H"],
  "positions_angstrom": [[3.36, -2.44, 0.32], [3.93, -2.95, 0.90], [2.68, -2.86, -0.21], [-2.75, 2.82, 2.04], [-3.36, 3.22, 1.40], [1.84, -0.47, 0.33], [2.53, -0.21, 3.06], [1.17, 2.29, 0.47], [0.55, 2.26, -4.54], [1.70, -1.30, -2.36], [1.52, -1.63, -3.26], [-2.27, 2.77, -2.06], [-3.17, -1.04, -0.93], [-3.99, -1.47, -0.63], [2.53, -0.87, -2.66], [-1.10, -0.23, 0.52], [-1.37, 0.00, 1.42], [1.83, -0.30, 3.72], [0.16, -4.29, 0.92], [3.26, -0.74, 3.42], [-2.76, 3.58, -1.94], [-2.05, 4.24, -1.94], [-2.64, 3.59, 2.62], [1.27, -0.92, 0.98], [-0.37, -3.83, 1.58], [0.39, -0.45, 0.72], [0.48, 1.92, 1.04], [1.59, -0.75, 1.95], [0.12, 2.63, 1.57], [0.51, 1.85, -3.67], [-0.31, 1.86, -3.19], [-1.92, -0.54, 0.06], [-3.05, -1.56, -1.73], [-0.30, -4.16, 0.09]],
  "total_charge": 1,
  "spin_multiplicity": 1,
  "orbital_gap_ev": 11.1
}


# 4
{
  "formula": "C2H5N3O2",
  "method": "ωB97M-V/def2-TZVPD",
  "species": ["H", "N", "C", "N", "O", "C", "N", "O", "H", "H", "H", "H"],
  "positions_angstrom": [[-3.94, -0.44, -0.32], [-2.95, -0.67, -0.45], [-2.30, 0.25, 0.40], [-0.85, -0.22, 0.38], [-0.09, 0.97, -0.19], [1.22, 0.51, -0.30], [1.66, -0.58, 0.20], [3.04, -0.26, 0.03], [-2.63, 1.08, 1.29], [-0.86, -0.79, -0.70], [1.82, 1.32, -0.63], [3.42, -1.09, 0.10]],
  "total_charge": 0,
  "spin_multiplicity": 1,
  "orbital_gap_ev": 9.6
}


# 5
{
  "formula": "C14H8Br2F9N2O5STeW",
  "method": "ωB97M-V/def2-TZVPD",
  "species": ["W", "Br", "C", "Br", "H", "H", "O", "C", "O", "C", "C", "N", "N", "C", "C", "O", "O", "H", "H", "H", "Te", "C", "C", "C", "C", "S", "H", "H", "H", "F", "C", "F", "F", "C", "O", "C", "F", "F", "F", "C", "F", "F", "F"],
  "positions_angstrom": [[0.85, -0.15, 1.05], [0.22, 1.67, 2.56], [2.08, -0.82, 2.69], [3.40, 0.29, 1.76], [2.45, -1.84, 2.68], [1.98, -0.41, 3.69], [-5.45, -1.31, 0.00], [-5.53, 0.00, -0.16], [-6.57, 0.56, -0.36], [-4.26, 0.81, -0.11], [-4.30, 2.16, -0.36], [-3.03, 2.61, -0.29], [-2.15, 1.66, -0.02], [-2.88, 0.55, 0.08], [-2.23, -0.71, 0.43], [-2.75, -1.77, 0.50], [-0.87, -0.63, 0.73], [-4.54, -1.62, 0.15], [-5.15, 2.79, -0.56], [-2.70, 3.56, -0.41], [1.42, 1.23, -1.16], [2.10, 3.12, -0.69], [2.22, 4.12, -1.62], [2.79, 5.30, -1.08], [3.11, 5.16, 0.24], [2.72, 3.62, 0.84], [1.91, 4.00, -2.65], [2.96, 6.20, -1.65], [3.55, 5.90, 0.89], [0.28, -3.05, 1.73], [0.39, -3.71, 0.57], [0.82, -4.94, 0.84], [-0.82, -3.80, 0.04], [1.39, -2.92, -0.37], [1.66, -1.66, 0.12], [0.78, -2.76, -1.80], [-0.30, -1.97, -1.73], [1.65, -2.16, -2.60], [0.44, -3.93, -2.31], [2.77, -3.64, -0.42], [3.65, -2.91, -1.11], [2.70, -4.84, -0.98], [3.23, -3.75, 0.83]],
  "total_charge": 1,
  "spin_multiplicity": 1,
  "orbital_gap_ev": 5.1
}


# 6
{
  "formula": "C22H22N6O2S2",
  "method": "ωB97M-V/def2-TZVPD",
  "species": ["C", "C", "C", "N", "N", "C", "N", "C", "O", "C", "S", "C", "N", "N", "C", "C", "O", "C", "C", "C", "C", "C", "C", "C", "N", "C", "C", "C", "C", "C", "C", "S", "H", "H", "H", "H", "H", "H", "H", "H", "H", "H", "H", "H", "H", "H", "H", "H", "H", "H", "H", "H", "H", "H"],
  "positions_angstrom": [[5.03, -1.44, -1.28], [5.27, -0.07, -0.65], [4.27, 0.20, 0.40], [3.48, 1.21, 0.42], [2.61, 1.21, 1.43], [2.73, 0.20, 2.22], [1.98, 0.08, 3.36], [1.46, -1.02, 4.01], [0.97, -0.87, 5.11], [1.41, -2.32, 3.26], [-0.13, -2.23, 2.25], [0.54, -1.47, 0.83], [1.54, -1.91, 0.12], [1.74, -1.04, -0.87], [0.88, -0.06, -0.75], [0.82, 1.11, -1.67], [-0.42, 1.76, -1.71], [-1.53, 1.02, -2.05], [-1.52, -0.29, -2.50], [-2.71, -0.94, -2.77], [-3.93, -0.31, -2.60], [-5.22, -1.01, -2.90], [-3.93, 1.01, -2.16], [-2.76, 1.67, -1.88], [0.07, -0.28, 0.32], [-0.96, 0.51, 0.86], [-0.69, 1.82, 1.23], [-1.71, 2.59, 1.75], [-2.99, 2.06, 1.90], [-3.24, 0.75, 1.53], [-2.23, -0.03, 1.01], [4.03, -0.89, 1.75], [4.00, -1.52, -1.61], [5.69, -1.58, -2.13], [5.22, -2.23, -0.56], [6.28, -0.02, -0.22], [5.18, 0.72, -1.40], [1.74, 0.96, 3.80], [1.27, -3.14, 3.96], [2.24, -2.51, 2.59], [1.53, 1.87, -1.31], [1.15, 0.78, -2.66], [-0.59, -0.82, -2.65], [-2.68, -1.96, -3.12], [-5.95, -0.83, -2.11], [-5.65, -0.64, -3.83], [-5.07, -2.08, -2.99], [-4.87, 1.53, -2.02], [-2.75, 2.69, -1.53], [0.31, 2.21, 1.13], [-1.51, 3.61, 2.04], [-3.78, 2.67, 2.30], [-4.23, 0.34, 1.65], [-2.41, -1.05, 0.71]],
  "total_charge": 0,
  "spin_multiplicity": 1,
  "orbital_gap_ev": 8.8
}


# 7
{
  "formula": "CH4N3OS",
  "method": "ωB97M-V/def2-TZVPD",
  "species": ["C", "N", "N", "N", "O", "S", "H", "H", "H", "H"],
  "positions_angstrom": [[0.47, -0.13, -0.20], [0.84, -0.30, -1.62], [-0.78, 0.14, 0.00], [1.48, -0.37, 0.64], [-0.01, 0.06, -2.38], [-1.69, 0.31, 1.51], [-1.37, 0.12, -0.77], [2.42, -0.27, 0.27], [1.34, -0.75, 1.56], [-2.70, 1.18, 0.99]],
  "total_charge": 1,
  "spin_multiplicity": 3,
  "s2": 2.0071,
  "orbital_gap_ev": [10.2, 7.5]
}


# 8
{
  "formula": "C8H13N2P",
  "method": "ωB97M-V/def2-TZVPD",
  "species": ["C", "C", "C", "C", "C", "C", "C", "C", "N", "N", "P", "H", "H", "H", "H", "H", "H", "H", "H", "H", "H", "H", "H", "H"],
  "positions_angstrom": [[3.42, -0.68, 0.15], [3.15, 0.72, 0.20], [2.49, -1.55, -0.36], [1.94, 1.25, -0.11], [1.19, -1.09, -0.67], [1.10, 0.28, -0.50], [-2.21, -1.49, 0.76], [-1.36, 1.99, 0.48], [-2.88, -0.57, -0.20], [-1.13, 1.51, -0.81], [-1.87, 0.21, -1.60], [4.33, -0.88, 0.60], [4.09, 1.43, 0.48], [2.68, -2.61, -0.38], [1.66, 2.28, -0.16], [0.40, -1.69, -1.06], [-1.99, -1.11, 1.69], [-2.81, -2.37, 0.93], [-1.18, -1.73, 0.44], [-2.12, 1.33, 0.96], [-0.41, 1.94, 1.11], [-1.78, 2.95, 0.46], [-3.60, -1.14, -0.49], [-3.12, 1.04, -1.93]],
  "total_charge": 0,
  "spin_multiplicity": 1,
  "orbital_gap_ev": [8.3, 7.6]
}


# 9
{
  "formula": "C4H11N2O",
  "method": "ωB97M-V/def2-TZVPD",
  "species": ["N", "C", "C", "N", "C", "C", "O", "H", "H", "H", "H", "H", "H", "H", "H", "H", "H", "H"],
  "positions_angstrom": [[0.20, 1.73, -2.12], [-0.38, 0.60, -1.43], [0.58, -0.05, -0.44], [1.60, -0.95, -1.02], [-0.32, -0.84, 0.56], [-0.52, -0.07, 1.93], [-1.57, -0.40, 2.66], [1.04, 1.46, -2.59], [0.50, 2.46, -1.49], [-1.26, 0.84, -0.86], [-0.49, -0.11, -2.25], [1.12, 0.67, 0.18], [2.42, -0.87, -0.44], [1.28, -1.91, -1.02], [0.32, -1.67, 0.89], [-1.19, -1.38, 0.18], [-0.33, 1.02, 1.65], [0.45, -0.26, 2.50]],
  "total_charge": -1,
  "spin_multiplicity": 1,
  "orbital_gap_ev": 6.3
}


# 10
{
  "formula": "C4H17INO4",
  "method": "ωB97M-V/def2-TZVPD",
  "species": ["I", "C", "C", "C", "O", "C", "N", "H", "H", "H", "H", "H", "H", "H", "H", "H", "H", "H", "O", "H", "H", "O", "H", "H", "O", "H", "H"],
  "positions_angstrom": [[11.26, 12.58, 6.51], [7.49, 8.90, 9.16], [8.29, 8.50, 7.96], [7.48, 7.59, 6.93], [6.99, 6.35, 7.51], [7.22, 5.25, 6.63], [8.68, 9.80, 7.36], [7.12, 8.00, 9.58], [6.68, 9.49, 8.78], [8.02, 9.47, 9.84], [9.12, 7.86, 8.23], [8.08, 7.42, 6.08], [6.69, 8.21, 6.48], [8.24, 5.18, 6.33], [6.64, 5.40, 5.66], [6.73, 4.40, 7.12], [9.26, 10.46, 7.83], [9.06, 9.57, 6.38], [8.84, 12.05, 3.71], [8.26, 12.41, 4.41], [9.71, 12.39, 3.85], [10.55, 9.80, 4.56], [9.91, 10.32, 4.03], [10.76, 10.45, 5.21], [7.89, 12.86, 6.81], [7.80, 11.90, 6.77], [8.79, 13.17, 6.70]],
  "total_charge": -1,
  "spin_multiplicity": 1,
  "orbital_gap_ev": 7.5
}


# 11
{
  "formula": "C5H3N",
  "method": "ωB97M-V/def2-TZVPD",
  "species": ["C", "C", "C", "C", "C", "N", "H", "H", "H"],
  "positions_angstrom": [[-0.61, 0.12, 0.66], [0.77, 0.40, 0.80], [0.12, -0.32, -1.43], [-0.96, -0.34, -0.54], [1.77, 0.41, -0.08], [1.20, -0.31, -1.87], [-1.36, 0.10, 1.37], [1.02, 0.64, 1.80], [-1.94, -0.70, -0.71]],
  "total_charge": 0,
  "spin_multiplicity": 1,
  "orbital_gap_ev": 9.7
}


# 12
{
  "formula": "C3H11N3O",
  "method": "ωB97M-V/def2-TZVPD",
  "species": ["C", "C", "C", "N", "N", "N", "O", "H", "H", "H", "H", "H", "H", "H", "H", "H", "H", "H"],
  "positions_angstrom": [[-0.22, 0.12, -0.89], [-0.57, -1.53, -0.06], [-0.13, 0.69, 1.54], [0.46, 0.09, 0.36], [0.68, 1.92, -0.65], [0.37, -2.58, -0.32], [-1.31, 0.82, -1.20], [-0.72, 2.04, -0.54], [0.35, -0.33, -1.73], [0.74, 2.93, -0.56], [1.68, 1.78, -0.81], [0.59, -2.65, -1.30], [1.23, -2.46, 0.20], [-1.48, -1.71, -0.63], [-0.96, -1.64, 0.96], [-0.17, -0.09, 2.30], [-1.12, 1.15, 1.41], [0.56, 1.45, 1.92]],
  "total_charge": 0,
  "spin_multiplicity": 1,
  "orbital_gap_ev": [8.4, 8.4]
}